DFT (wB97M-V/def2-TZVPD) results for a single C8H9NO3 molecule in a non-equilibrium geometry.

Relative energy (zero: lowest compared OMol25 entry of this formula, charge and spin) in kcal per mole: 7.34
E in Eh: -590.72714
Total charge: 0
E_LUMO in eV: 0.6
Spin multiplicity: 1
SMILES string: COc1ccc(C(=O)O)nc1C
Frontier orbital gap in eV: 9.55

Last column: Löwdin charge in e.
Geometry (Å):
O: -3.330 -1.235 0.039  0.11
O: 2.823 0.032 -0.115  -0.09
O: -3.348 0.945 0.034  0.14
N: -0.623 1.040 -0.032  0.18
C: 0.834 -1.372 -0.009  0.02
C: 3.658 -1.091 0.111  -0.07
C: -0.563 -1.338 -0.075  0.02
C: -1.233 -0.120 -0.029  -0.22
C: 1.527 2.343 0.005  -0.02
C: -2.720 -0.209 -0.014  -0.51
C: 0.725 1.064 0.011  -0.21
C: 1.483 -0.149 0.040  -0.22
H: -4.278 0.788 0.158  0.12
H: 1.384 -2.302 -0.048  0.11
H: 3.510 -1.864 -0.650  0.09
H: 2.088 2.359 -0.935  0.09
H: 2.235 2.402 0.857  0.10
H: -1.096 -2.260 -0.175  0.11
H: 4.692 -0.739 -0.044  0.10
H: 0.855 3.165 0.076  0.07
H: 3.554 -1.534 1.091  0.09

Cartesian forces, eV/Å:
-0.30 -1.43 -0.13
-0.07 -0.32 0.77
0.72 1.78 -0.13
1.93 1.41 0.43
-0.52 0.50 -0.06
0.88 0.07 -1.04
0.91 -0.01 0.30
-0.03 -1.54 -0.50
0.00 -0.69 0.16
0.10 0.25 0.38
-0.27 -1.03 0.33
-0.45 0.76 -0.92
-0.75 -0.35 0.00
-0.11 -0.01 0.00
-0.22 0.01 0.06
0.07 0.30 0.24
-0.34 -0.24 -0.58
-0.40 -0.22 0.12
-0.48 -0.03 0.31
-0.49 0.74 -0.14
-0.19 0.06 0.40